{"formula": "C28H67BBr2F3NO16P4S", "method": "wB97M-V/def2-TZVPD", "species": ["C", "O", "C", "C", "C", "C", "C", "C", "C", "C", "P", "C", "C", "C", "S", "C", "C", "C", "F", "Br", "C", "F", "F", "Br", "C", "C", "O", "C", "N", "B", "O", "O", "H", "H", "H", "H", "H", "H", "H", "H", "H", "H", "H", "H", "H", "H", "H", "H", "H", "H", "H", "H", "H", "H", "H", "H", "H", "H", "H", "H", "H", "H", "H", "H", "H", "H", "H", "H", "H", "H", "H", "H", "C", "O", "P", "O", "O", "C", "O", "C", "H", "H", "H", "H", "H", "H", "H", "H", "H", "C", "O", "P", "O", "O", "C", "O", "C", "H", "H", "H", "H", "H", "H", "H", "H", "H", "C", "O", "P", "O", "O", "C", "O", "C", "H", "H", "H", "H", "H", "H", "H", "H", "H"], "xyz": [[-5.058, -1.071, 1.416], [-5.747, -0.838, 0.203], [-4.992, -0.199, -0.810], [-5.097, -0.983, -2.115], [-4.941, -2.500, -1.918], [-4.425, -3.179, -3.211], [-3.036, -3.810, -3.075], [-2.024, -2.945, -2.289], [-0.710, -2.782, -3.056], [0.114, -1.557, -2.649], [0.796, -1.426, -0.931], [2.610, -1.052, -0.841], [3.116, -0.047, -1.903], [4.355, -0.618, -2.616], [3.832, -1.814, -3.887], [1.125, -3.354, -0.789], [2.031, -3.785, 0.384], [1.583, -5.054, 1.116], [0.845, -5.882, 0.345], [3.228, -6.062, 1.566], [0.852, -4.819, 2.465], [0.969, -5.906, 3.268], [1.399, -3.795, 3.140], [-1.052, -4.586, 2.206], [0.318, 0.528, -0.932], [0.877, 1.336, 0.249], [-0.227, 1.799, 1.069], [1.654, 2.602, -0.203], [2.849, 2.880, 0.598], [-0.310, -1.515, 0.678], [-1.678, -1.691, 0.672], [0.305, -1.366, 1.882], [-5.758, -0.912, 2.234], [-4.221, -0.386, 1.561], [-4.689, -2.099, 1.437], [-3.931, -0.141, -0.546], [-5.388, 0.810, -0.951], [-4.299, -0.642, -2.780], [-6.042, -0.767, -2.612], [-4.319, -2.726, -1.053], [-5.944, -2.878, -1.731], [-5.118, -3.989, -3.442], [-4.483, -2.482, -4.046], [-3.142, -4.754, -2.540], [-2.657, -4.023, -4.074], [-1.870, -3.414, -1.320], [-2.416, -1.933, -2.158], [-1.010, -2.605, -4.093], [-0.140, -3.707, -3.105], [-0.512, -0.689, -2.846], [0.952, -1.471, -3.347], [3.164, -1.967, -1.046], [2.898, -0.747, 0.163], [3.452, 0.884, -1.454], [2.376, 0.115, -2.681], [4.920, 0.186, -3.078], [4.989, -1.140, -1.902], [4.725, -1.566, -4.849], [0.155, -3.839, -0.666], [1.553, -3.720, -1.723], [2.244, -2.992, 1.100], [2.998, -4.034, -0.042], [-0.773, 0.554, -0.831], [0.536, 1.037, -1.872], [1.491, 0.760, 0.939], [-0.774, 2.355, 0.508], [1.913, 2.530, -1.257], [0.976, 3.449, -0.094], [3.541, 2.160, 0.423], [2.576, 2.760, 1.568], [-2.104, -1.100, 0.043], [-0.377, -1.352, 2.568], [1.793, 3.819, 4.059], [3.232, 3.647, 4.103], [4.174, 4.455, 5.136], [5.274, 4.998, 4.341], [4.619, 3.145, 5.994], [3.643, 2.211, 6.455], [4.113, 5.446, 6.409], [3.159, 5.262, 7.471], [1.501, 4.032, 3.034], [1.315, 2.895, 4.381], [1.452, 4.637, 4.696], [3.585, 1.367, 5.768], [2.649, 2.655, 6.552], [3.956, 1.854, 7.435], [3.544, 4.536, 8.187], [2.187, 4.935, 7.103], [3.032, 6.220, 7.970], [-2.970, -8.320, -7.635], [-3.172, -7.231, -6.707], [-4.370, -6.156, -6.873], [-3.737, -4.844, -6.747], [-5.172, -6.586, -5.528], [-5.464, -7.956, -5.258], [-5.657, -5.876, -7.792], [-6.612, -6.906, -8.103], [-1.936, -8.298, -7.968], [-3.163, -9.265, -7.128], [-3.619, -8.249, -8.509], [-4.715, -8.364, -4.578], [-5.488, -8.567, -6.163], [-6.442, -8.005, -4.784], [-7.337, -6.989, -7.293], [-6.138, -7.873, -8.270], [-7.127, -6.611, -9.013], [4.132, 10.470, 2.709], [3.159, 11.100, 3.570], [2.185, 10.245, 4.513], [0.803, 10.667, 4.340], [2.775, 10.777, 5.934], [4.178, 10.907, 6.147], [2.204, 8.683, 4.815], [3.424, 7.976, 5.115], [3.999, 10.856, 1.701], [5.133, 10.718, 3.059], [4.024, 9.385, 2.683], [4.481, 11.942, 5.982], [4.766, 10.261, 5.495], [4.389, 10.634, 7.180], [3.652, 8.073, 6.174], [4.265, 8.329, 4.521], [3.268, 6.927, 4.880]], "atomic_forces_ev_per_a": [[-0.2257, -0.0222, -0.0769], [0.1609, 0.2641, 0.1481], [-0.3173, -0.3620, -0.4706], [0.3954, -0.1015, 0.3212], [-0.4819, 0.3508, -0.8285], [-0.2478, -0.4859, 0.6005], [-0.0582, 0.3922, 0.2324], [0.2107, -0.2785, -0.7042], [-0.2984, 0.0799, -0.3186], [-0.3165, -0.4792, -0.0863], [-0.0641, -0.0115, 0.1283], [0.1743, 0.1544, -0.6072], [0.6831, -0.6171, 0.0365], [-0.1094, 0.0835, -0.0138], [-0.2444, -0.2462, -0.0404], [-0.1486, 0.0570, 0.2805], [0.0496, -0.0398, -0.7390], [0.8831, 0.1876, 0.3817], [-0.1339, 0.0225, -0.0130], [-0.0424, 0.0260, 0.0465], [0.0712, -0.7848, 0.4344], [-0.1417, 0.2677, -0.1835], [-0.2588, -0.1441, -0.3045], [0.0745, 0.3591, -0.0522], [0.4126, 0.0749, 0.2483], [-1.0020, 1.0361, -0.7048], [0.2567, -0.3986, 0.5777], [0.3322, -0.5656, 0.3347], [-0.2878, 0.0151, -0.1499], [0.0430, 0.2055, 0.1075], [0.1414, 0.4647, 0.1649], [0.0448, -0.2412, -0.0999], [-0.0419, -0.1151, 0.0682], [0.0597, 0.0388, -0.0595], [0.1127, -0.0324, 0.1224], [-0.0007, 0.0931, 0.2422], [0.2087, 0.1577, 0.0671], [-0.0427, 0.2091, -0.0524], [-0.0506, -0.0263, -0.0602], [0.0501, -0.0428, 0.0400], [0.0625, -0.1714, 0.4023], [0.0106, -0.0082, -0.3009], [0.1717, 0.0560, -0.0567], [-0.0107, -0.1597, -0.1370], [0.0308, -0.1663, -0.0188], [0.0722, 0.3418, 0.2302], [-0.1455, -0.0108, 0.2254], [0.1130, 0.0853, -0.0871], [0.0895, -0.0439, 0.2537], [0.0198, 0.1425, 0.1605], [0.2416, 0.0318, 0.1882], [-0.2412, -0.2712, 0.2189], [-0.1217, 0.0705, 0.0823], [-0.3888, 0.2202, 0.0035], [-0.1456, 0.4465, 0.1281], [0.0557, -0.0278, -0.1265], [0.1843, 0.1115, 0.0320], [0.1501, 0.1231, 0.1088], [-0.1114, 0.0601, -0.1845], [0.0105, -0.1419, -0.0137], [-0.2829, -0.0343, 0.2205], [0.0986, 0.0514, -0.0015], [-0.0747, -0.1564, -0.1200], [0.0442, -0.0213, -0.0668], [0.0111, -0.1486, -0.0146], [-0.0744, 0.0389, -0.0779], [0.2014, 0.0607, -0.0180], [-0.0357, 0.0822, -0.0964], [0.1079, 0.0340, 0.0215], [0.2543, 0.1367, 0.1244], [-0.1991, -0.3173, -0.3137], [0.0784, 0.0023, 0.1655], [-0.0099, -0.1522, -0.1357], [-2.0305, 1.6183, 1.1333], [4.9094, -2.4812, 0.0432], [-0.3286, 0.4379, -0.1627], [-0.3469, 0.1318, 0.0811], [0.1563, -0.0902, -0.1970], [-2.5241, 0.1375, -0.6110], [0.1493, -0.0071, 0.1560], [0.0321, 0.0409, -0.0013], [0.0241, -0.0088, -0.0026], [0.0253, 0.0353, -0.0307], [-0.0498, 0.0047, -0.0049], [-0.0128, -0.0526, 0.0144], [0.0287, 0.0107, 0.0004], [0.0042, -0.0387, -0.0464], [-0.0157, 0.0245, 0.0105], [0.0370, 0.0333, -0.0534], [0.1539, -0.0477, 0.1193], [-1.1291, -1.0156, -2.2973], [-0.0237, 2.9980, 4.0985], [0.1002, -0.0162, -0.3143], [-0.1362, -0.2411, -0.3397], [0.1728, 0.0981, 0.1641], [0.9487, -1.9545, -1.4691], [-0.1581, 0.1190, 0.0603], [0.0018, 0.0397, 0.0096], [-0.0121, 0.0235, 0.0308], [0.0170, 0.0492, -0.0095], [0.0124, -0.0303, -0.0293], [-0.0017, -0.0393, 0.0414], [-0.0057, 0.0298, 0.0034], [0.0523, -0.0167, 0.0399], [-0.0096, -0.0045, -0.0277], [0.0428, 0.0639, -0.0064], [0.0074, 0.1501, -0.1270], [0.6218, -2.0295, -0.7580], [-1.3831, 2.3311, 3.0710], [-0.1045, -0.2554, -0.4334], [0.0411, -0.2709, -0.2074], [-0.1206, 0.2124, 0.0167], [1.1838, -0.1911, -1.7320], [-0.1534, -0.0317, -0.0171], [-0.0370, 0.0209, 0.0130], [-0.0175, 0.0231, 0.0382], [-0.0651, 0.0565, -0.0450], [0.0234, -0.0111, -0.0251], [0.0504, 0.0354, 0.0164], [-0.0293, 0.0018, 0.0109], [-0.0033, 0.0428, 0.0077], [0.0095, -0.0624, 0.0419], [-0.1237, 0.3174, -0.0866]], "lowdin_charge": [-0.10, -0.19, -0.23, -0.18, -0.19, -0.19, -0.18, -0.20, -0.24, -0.26, 0.93, -0.25, -0.30, -0.54, 0.72, -0.27, -0.24, -0.79, -0.02, 0.82, -0.91, -0.03, 0.06, 0.92, -0.24, -0.40, -0.07, -0.23, 0.02, -0.79, 0.09, 0.13, 0.08, 0.08, 0.08, 0.10, 0.12, 0.10, 0.12, 0.10, 0.11, 0.10, 0.11, 0.11, 0.10, 0.10, 0.10, 0.12, 0.11, 0.08, 0.06, 0.06, 0.10, 0.09, 0.08, 0.07, 0.07, -0.16, 0.06, 0.08, 0.11, 0.07, 0.07, 0.07, 0.12, 0.08, 0.10, 0.11, 0.06, 0.04, 0.06, 0.12, -0.08, -0.22, 0.42, -0.22, -0.23, -0.12, -0.24, -0.08, 0.08, 0.09, 0.08, 0.09, 0.07, 0.09, 0.09, 0.08, 0.09, -0.09, -0.21, 0.43, -0.23, -0.24, -0.12, -0.20, -0.09, 0.09, 0.09, 0.08, 0.09, 0.07, 0.09, 0.09, 0.07, 0.09, -0.08, -0.21, 0.39, -0.22, -0.23, -0.12, -0.19, -0.08, 0.09, 0.09, 0.08, 0.09, 0.06, 0.09, 0.09, 0.08, 0.06], "homo_lumo_gap_ev": 7.645, "smiles": "COCCCCCCCCP(CCCS)(CC[C@@](F)(Br)C(F)(F)Br)(C[C@H](O)CN)B(O)O.COP(=O)(OC)OC.COP(=O)(OC)OC.COP(=O)(OC)OC", "spin_multiplicity": 1}